17
Properties=species:S:1:pos:R:3:forces:R:3 method="wB97M-V/def2-TZVPD" spin_multiplicity=1 homo_lumo_gap_ev=10.0 energy_ha=-819.146567
C -0.804463 -0.577587 -0.569617 2.19 2.90 1.65
C -0.543787 -1.833706 -0.582116 1.98 -2.33 0.34
C 0.006537 0.419198 0.281986 1.61 -0.50 -0.88
C -0.137880 0.028297 1.732450 -1.03 2.19 3.19
C 1.557522 0.370003 -0.148003 -1.81 -1.67 1.35
O -0.576015 1.831051 -2.531027 -0.76 0.22 0.98
O -1.768654 0.056091 -1.194317 -2.20 1.53 -1.13
O -0.558138 1.724399 -0.005168 -0.46 -0.06 -0.31
S -1.451539 1.757241 -1.372679 1.34 -1.67 -0.09
H -1.211153 -2.450308 -1.060472 -1.30 -1.54 -1.27
H 0.399331 -2.319833 -0.235919 -1.15 0.79 0.20
H 0.110898 0.943309 2.512270 -0.38 -2.10 -2.18
H 0.600104 -0.740368 1.922800 -0.03 -0.25 0.17
H -1.175492 -0.338981 2.091971 1.61 0.55 -1.04
H 2.177405 0.881790 0.633037 -0.26 -1.36 -0.33
H 1.680863 0.991695 -0.969000 0.02 0.95 -1.92
H 1.694461 -0.742290 -0.506195 0.62 2.35 1.26

=====

130
Properties=species:S:1:pos:R:3:forces:R:3 method="wB97M-V/def2-TZVPD" spin_multiplicity=1 homo_lumo_gap_ev=8.4 energy_ha=-3331.025269
C 3.319331 -2.514569 -1.240554 -1.75 -2.69 1.47
C 2.725331 -1.586569 -0.217554 1.19 -1.93 0.42
C 1.373331 -1.231569 -0.579554 -3.78 1.54 -3.18
C 0.554331 -0.419569 0.420446 2.06 0.38 3.03
N -0.360669 0.732431 0.012446 1.80 -1.06 -0.20
C 0.446331 1.632431 -0.803554 4.02 4.07 5.16
C -0.087669 3.040431 -0.590554 -0.12 0.53 -6.18
C -0.855669 3.063431 0.582446 -4.46 -1.42 2.81
C -0.795669 1.566431 1.152446 1.22 3.50 -2.91
C -1.462669 0.302431 -0.877554 0.66 -4.22 0.52
C -2.336669 -0.787569 -0.191554 -0.29 1.67 3.01
C -3.558669 -1.182569 -0.901554 -3.08 1.43 5.24
H 3.510331 -2.209569 -2.185554 0.11 1.56 -3.07
H 2.704331 -3.511569 -1.333554 1.13 1.81 0.35
H 4.253331 -2.726569 -0.829554 1.73 -1.09 0.33
H 3.277331 -0.650569 -0.174554 0.50 -0.13 0.63
H 2.900331 -2.323569 0.601446 -0.73 1.62 0.71
H 0.672331 -2.022569 -0.896554 0.87 -0.40 0.09
H 1.543331 -0.680569 -1.593554 -0.67 -0.41 1.56
H 1.341331 -0.039569 1.171446 -1.26 0.53 -1.17
H 0.038331 -1.066569 1.122446 -0.76 -0.21 -0.41
H 0.479331 1.452431 -1.761554 0.13 -1.85 -4.89
H 1.595331 1.788431 -0.407554 -2.74 -1.33 -0.66
H -0.732669 3.410431 -1.488554 0.56 -1.20 1.22
H 0.670331 3.754431 -0.786554 1.21 0.67 0.94
H -2.040669 3.065431 0.200446 2.86 1.10 1.65
H -0.474669 3.820431 1.316446 -1.21 -0.68 -0.46
H -1.638669 1.368431 1.630446 -4.52 -1.77 0.90
H -0.224669 1.520431 1.975446 3.54 -0.47 2.31
H -0.942669 -0.160569 -1.776554 -0.77 0.86 0.77
H -2.037669 1.159431 -1.094554 -0.77 0.89 -0.56
H -2.628669 -0.496569 0.851446 -0.07 1.47 -0.90
H -2.111669 -1.723569 0.286446 2.60 -0.99 -0.91
H -4.224669 -1.658569 0.006446 1.17 1.15 -2.37
H -3.289669 -1.989569 -1.400554 0.29 -3.33 -3.71
H -4.118669 -0.349569 -1.259554 -0.55 0.15 -1.07
O 2.293331 -0.799569 9.098446 1.33 -0.28 -0.31
C 2.009331 -0.683569 7.919446 2.06 -0.36 9.90
O 0.848331 -0.904569 7.583446 -5.88 -0.37 -4.96
B 0.759331 -0.283569 6.230446 -0.67 -0.73 0.38
O 2.109331 0.246431 6.019446 -5.89 3.42 -5.85
C 2.797331 -0.099569 6.952446 9.64 -3.43 -0.83
O 3.988331 -0.384569 6.741446 -0.89 1.38 1.65
O -0.344669 0.729431 6.103446 2.63 -0.08 3.06
C -0.968669 0.468431 5.061446 -4.36 3.60 -4.09
O -1.815669 1.209431 4.520446 1.57 -1.43 0.99
C -0.476669 -0.759569 4.450446 -4.44 -3.42 -5.97
O 0.409331 -1.266569 5.098446 5.03 -0.70 4.73
O -0.950669 -1.398569 3.468446 0.20 2.86 1.35
O 1.242331 -6.375569 -1.137554 6.17 -3.55 -2.33
H 0.552331 -5.939569 -0.852554 -5.48 3.54 2.65
H 1.983331 -6.293569 -0.514554 -0.64 0.06 -0.07
O 5.677331 -5.009569 0.141446 4.61 0.58 -1.90
H 6.467331 -5.097569 -0.598554 -3.36 0.05 2.26
H 6.273331 -4.549569 0.795446 -1.31 -0.60 -0.38
O -5.931669 -2.310569 1.909446 1.11 -1.30 -1.66
H -6.530669 -2.488569 2.631446 -0.11 -0.58 0.11
H -5.638669 -3.167569 1.439446 -1.01 1.92 1.50
O 1.880331 -5.681569 -3.776554 0.32 -0.80 -3.27
H 2.050331 -4.786569 -3.640554 0.79 3.08 -1.20
H 1.751331 -5.772569 -2.887554 -1.10 -2.39 4.27
O -4.857669 2.177431 -0.362554 -2.91 1.40 -0.42
H -5.747669 2.089431 -0.898554 2.36 0.07 1.77
H -5.031669 2.951431 0.272446 0.19 -1.75 -1.13
O 5.630331 -3.245569 -3.456554 -0.43 -1.33 0.48
H 5.885331 -2.428569 -3.801554 1.74 2.14 -0.72
H 4.708331 -3.132569 -3.668554 -1.16 -0.90 0.25
O -4.592669 0.414431 1.794446 -0.98 -3.19 4.72
H -5.269669 -0.293569 1.680446 0.77 0.39 0.46
H -4.581669 0.806431 1.004446 0.14 2.65 -4.91
O -1.257669 3.997431 4.006446 3.77 -3.77 3.35
H -1.361669 2.999431 4.345446 -0.25 2.92 -1.07
H -1.965669 4.206431 3.499446 -3.51 0.70 -2.32
O 3.065331 4.994431 -1.907554 2.14 2.38 0.86
H 2.824331 5.292431 -2.753554 -2.22 -0.92 -2.73
H 3.604331 5.850431 -1.935554 0.06 -1.47 1.95
O 2.277331 1.180431 3.422446 -1.27 -0.26 -4.85
H 2.120331 1.392431 4.276446 -0.03 0.86 4.24
H 3.190331 1.059431 3.219446 1.04 -0.53 0.42
O 4.296331 2.880431 -0.338554 -0.96 1.45 -2.25
H 3.964331 3.497431 -1.074554 0.05 0.08 2.11
H 4.555331 2.271431 -1.021554 0.84 -1.58 0.18
O 0.189331 5.724431 -2.949554 -0.07 2.93 -2.38
H 0.319331 4.786431 -3.172554 -0.08 0.23 -0.64
H 0.101331 6.311431 -3.824554 0.31 -2.42 2.86
O 1.652331 4.335431 3.213446 3.63 0.88 -0.97
H 0.806331 4.005431 3.350446 -2.56 -1.32 0.60
H 2.307331 3.614431 3.045446 -1.32 0.57 0.27
O 0.757331 6.019431 0.581446 -1.63 -0.53 2.50
H 1.550331 6.096431 0.134446 2.41 0.38 -2.22
H 1.133331 5.760431 1.455446 -0.84 0.01 -0.20
O -4.306669 4.214431 -2.089554 -2.23 -1.54 -2.51
H -4.585669 3.472431 -1.553554 0.05 -0.40 0.05
H -3.706669 4.650431 -1.565554 2.69 2.16 1.85
O 0.467331 3.382431 -3.945554 1.01 0.18 -0.72
H 0.000331 2.576431 -3.872554 -1.28 -1.50 0.78
H 0.560331 3.402431 -4.899554 0.27 0.57 -0.36
O -1.997669 5.482431 -1.456554 -2.21 -0.29 2.08
H -1.442669 5.519431 -2.189554 1.74 0.20 -2.28
H -1.504669 5.965431 -0.801554 0.34 0.27 0.67
O 1.567331 -4.798569 2.701446 3.06 -4.24 1.12
H 0.965331 -4.219569 2.445446 -6.37 2.98 -2.27
H 2.137331 -4.090569 2.852446 3.26 1.17 1.15
O 0.237331 -2.715569 -3.385554 -7.78 1.31 4.95
H 0.900331 -2.717569 -3.903554 8.45 -1.41 -5.55
H -0.210669 -2.009569 -3.871554 -0.91 0.35 0.37
O -2.661669 2.597431 -3.988554 -1.40 -0.07 1.06
H -2.999669 3.290431 -3.302554 0.11 -1.62 -1.45
H -3.398669 1.926431 -4.121554 1.19 1.70 0.49
O -1.176669 -3.665569 2.150446 -1.25 1.35 2.95
H -1.862669 -3.836569 2.892446 1.34 -0.35 -2.06
H -0.887669 -2.804569 2.625446 -0.07 -1.19 -1.21
O 2.887331 -3.022569 -4.666554 0.68 -1.73 -0.60
H 3.407331 -3.428569 -5.413554 -0.93 0.81 0.99
H 2.874331 -2.084569 -4.746554 0.27 1.12 -0.52
O -6.511669 -0.763569 -2.774554 -2.99 -3.37 0.14
H -5.828669 -0.564569 -3.360554 1.85 0.55 -1.53
H -6.892669 -1.657569 -3.171554 1.14 2.85 1.41
O 4.458331 -0.495569 2.893446 -0.09 -1.98 8.03
H 4.820331 -0.173569 2.170446 2.95 2.36 -5.54
H 5.203331 -0.405569 3.647446 -2.68 -0.36 -2.56
O -1.732669 -4.380569 -2.016554 1.65 3.76 -3.11
H -1.301669 -3.530569 -2.700554 -1.29 -4.15 3.44
H -1.281669 -4.337569 -1.161554 0.06 0.47 -0.26
O -0.907669 -0.245569 -4.988554 -1.31 -2.22 6.65
H -0.985669 0.109431 -5.788554 -0.68 2.31 -5.28
H -1.799669 -0.127569 -4.517554 2.05 -0.09 -1.22
O -3.914669 -5.606569 -1.200554 -2.28 -7.42 3.12
H -3.341669 -6.489569 -1.172554 -1.80 3.30 -0.28
H -3.436669 -4.978569 -1.584554 3.72 3.91 -2.69

=====

80
Properties=species:S:1:pos:R:3:forces:R:3 method="wB97M-V/def2-TZVPD" spin_multiplicity=2 homo_lumo_gap_ev="6.0 / 5.2" energy_ha=-9706.492528
Tc 1.102646 -0.248528 3.334012 -1.01 0.02 0.07
O -0.687925 0.167497 4.298181 -0.06 0.20 0.12
N -1.474081 1.001621 3.740698 0.14 -0.43 0.13
N -1.083153 1.342459 2.587954 -0.26 0.38 0.00
O 0.037142 0.840172 2.063020 1.04 -0.06 0.09
C -1.873712 2.215739 1.760655 0.18 -0.25 0.04
C -2.619689 3.225352 2.338539 -0.05 0.06 0.00
C -3.384793 4.025345 1.504188 0.00 -0.02 -0.03
C -3.391076 3.808544 0.131770 0.01 0.01 0.04
C -2.632936 2.785054 -0.419240 0.02 -0.03 0.02
C -1.859860 1.977878 0.399881 -0.09 0.03 -0.07
H -2.602713 3.377893 3.407918 0.01 0.00 0.01
H -3.974719 4.824188 1.931032 -0.01 0.02 0.00
H -3.987897 4.442446 -0.509083 -0.03 0.00 -0.01
H -2.646989 2.601219 -1.485263 -0.01 0.00 -0.03
H -1.266796 1.163068 0.007579 0.01 0.02 0.01
Se 0.305671 -2.077861 1.861083 0.45 -0.23 -0.13
Se -0.002483 -3.999570 2.980239 0.11 0.13 0.07
Te 2.557910 -2.119828 0.508162 -0.20 -0.20 -0.02
Se 3.262239 -0.424493 2.123231 -0.09 0.24 0.11
O 3.065033 0.037965 6.944394 0.12 -0.06 0.04
C 2.949772 0.360699 5.794563 -0.02 -0.21 -0.32
O 2.085846 -0.246289 4.974012 -0.29 0.07 -0.02
C 3.768854 1.417024 5.135311 0.14 0.14 -0.08
C 3.219328 2.309447 4.225260 0.02 0.00 0.02
C 4.010341 3.244852 3.550855 0.01 -0.05 -0.01
C 5.354079 3.220324 3.823743 -0.11 0.06 -0.02
O 6.334193 3.995802 3.281251 0.08 0.02 0.03
C 7.543980 3.631834 3.952335 0.03 0.01 -0.01
O 7.247172 2.558328 4.844796 0.02 0.05 -0.07
C 5.899670 2.353965 4.756066 0.02 -0.08 0.05
C 5.139966 1.444208 5.438149 -0.13 0.08 0.01
H 2.148938 2.313457 4.052649 0.01 -0.02 -0.02
H 3.589081 3.944755 2.844069 0.00 0.02 -0.01
H 7.912067 4.487146 4.524069 0.00 -0.02 -0.02
H 8.275408 3.298801 3.214067 -0.01 0.02 0.03
H 5.554715 0.777248 6.178696 0.02 -0.06 0.00
C 0.795822 1.683843 -2.439466 -0.01 0.01 0.03
C 0.205532 0.975851 -3.633268 0.02 0.02 0.04
C 0.375690 1.535462 -4.898808 0.00 0.00 0.01
C -0.102105 0.906505 -6.035135 -0.02 -0.02 -0.03
C -0.758687 -0.310273 -5.925401 0.03 0.04 0.00
C -0.937754 -0.872421 -4.672618 0.02 -0.07 0.04
C -0.475975 -0.240234 -3.518353 0.11 -0.03 -0.11
Sb -0.755733 -1.178765 -1.610640 -0.02 0.20 0.05
C -0.083656 -3.100229 -2.303482 -0.08 -0.11 -0.03
C 1.182194 -3.015544 -2.892096 -0.01 0.01 0.01
C 1.879888 -4.146637 -3.279514 0.03 0.01 0.01
C 1.313719 -5.395291 -3.072966 0.00 -0.02 0.00
C 0.058418 -5.489900 -2.500911 0.02 -0.02 -0.01
C -0.658550 -4.359430 -2.107518 0.01 0.02 0.03
C -2.006641 -4.560458 -1.473287 -0.03 0.04 0.00
C -2.911210 -1.068626 -1.637164 -0.14 0.11 -0.03
C -3.557463 -0.391874 -2.673742 -0.01 -0.08 -0.05
C -4.911126 -0.092367 -2.613642 0.00 -0.01 0.05
C -5.643843 -0.454813 -1.495760 0.01 0.03 -0.04
C -5.012565 -1.113190 -0.454780 -0.02 -0.01 0.04
C -3.654885 -1.417011 -0.499168 0.06 -0.03 0.03
C -3.037374 -2.068898 0.709677 0.03 0.08 0.04
H 1.237863 2.633819 -2.736001 0.01 0.02 0.00
H 1.576192 1.083200 -1.966332 0.00 -0.01 0.00
H 0.048779 1.891190 -1.672325 -0.02 0.02 -0.01
H 0.901042 2.477967 -4.990432 0.02 0.03 0.00
H 0.045780 1.361269 -7.005481 0.00 0.01 -0.03
H -1.122287 -0.818863 -6.807408 -0.03 -0.02 -0.03
H -1.444135 -1.827521 -4.591950 -0.01 -0.03 0.01
H 1.629324 -2.042135 -3.066930 0.02 0.02 0.00
H 2.855861 -4.053462 -3.737017 0.02 0.01 -0.01
H 1.847833 -6.292053 -3.356962 0.01 -0.02 -0.02
H -0.385158 -6.465888 -2.344642 -0.02 -0.02 -0.01
H -1.908521 -4.715696 -0.396703 0.01 -0.01 0.03
H -2.492952 -5.444318 -1.884436 -0.01 -0.02 0.00
H -2.663433 -3.707623 -1.637676 -0.01 0.00 -0.01
H -3.008975 -0.091563 -3.555737 0.03 0.00 0.02
H -5.385185 0.421988 -3.438670 -0.01 0.02 -0.03
H -6.698427 -0.222398 -1.429879 -0.03 -0.01 -0.01
H -5.579440 -1.390763 0.425867 -0.02 -0.02 0.02
H -3.759651 -2.694681 1.232578 -0.01 -0.01 0.00
H -2.692599 -1.311460 1.421839 0.00 0.00 -0.02
H -2.180798 -2.694506 0.467498 -0.01 0.01 0.00

=====

79
Properties=species:S:1:pos:R:3:forces:R:3 method="wB97M-V/def2-TZVPD" spin_multiplicity=2 total_charge=-2 homo_lumo_gap_ev="4.2 / 5.7" energy_ha=-2517.245973
Hg -0.839979 0.247002 1.302087 0.48 1.01 -1.12
C -2.398602 4.396923 1.538647 0.05 -0.29 -0.04
C -1.856429 3.069677 2.076500 -0.27 0.16 -0.30
O -1.973488 2.074665 1.301252 -0.91 1.54 -0.08
C -1.308634 3.081936 3.347419 -0.03 0.31 0.08
C -0.689726 1.990712 3.998104 0.26 -0.75 0.17
C -0.067633 2.243934 5.355191 -0.09 -0.12 -0.17
N -0.625378 0.807652 3.443315 -0.12 0.42 1.15
N 0.090564 -0.179563 4.094000 0.48 -0.24 0.41
C 0.092985 -1.314018 3.426631 -0.77 0.75 0.02
O -0.570042 -1.559511 2.353959 0.53 -1.87 0.99
C 0.951664 -2.401594 3.940579 0.44 -0.61 0.10
C 0.901923 -3.653730 3.317072 -0.22 0.42 0.04
C 1.741617 -4.674309 3.711559 0.24 -0.26 0.15
C 2.651851 -4.470955 4.740264 -0.01 0.00 -0.02
C 2.709387 -3.230318 5.365120 0.21 -0.22 0.14
C 1.872994 -2.205058 4.969941 -0.30 0.15 -0.14
H -2.828330 4.223855 0.554351 -0.01 0.00 -0.03
H -1.597278 5.132075 1.455692 0.02 0.05 0.02
H -3.165550 4.791783 2.204402 -0.03 0.08 0.05
H -1.312783 4.027779 3.877328 0.01 -0.01 -0.04
H -0.323165 3.236496 5.725733 -0.02 0.01 -0.07
H 1.015436 2.159390 5.271517 0.09 -0.06 0.08
H -0.401348 1.491588 6.066113 0.06 -0.08 0.06
H 0.193992 -3.796460 2.513940 -0.02 0.07 -0.08
H 1.703365 -5.635048 3.208692 -0.03 0.03 0.01
H 3.318330 -5.270498 5.043786 0.01 0.02 0.01
H 3.429973 -3.070693 6.160686 -0.03 0.05 -0.01
H 1.909226 -1.228540 5.431291 0.04 0.04 0.02
O 1.683707 -1.039131 -2.381089 -0.04 0.03 0.21
C 1.333205 -0.194368 -1.528707 0.90 -0.30 0.23
N 0.268423 0.645092 -1.782975 -0.30 0.11 -0.23
C 0.167134 2.048819 -1.423518 -0.06 0.63 0.39
C -1.552003 1.527327 -3.007739 -0.06 0.65 -0.19
C -2.194143 1.751033 -4.341594 -0.04 -0.13 -0.36
C -3.447962 2.242431 -4.393238 0.26 -0.05 -0.21
C -4.237084 2.389100 -3.220941 -0.56 0.34 0.12
C -3.753109 1.779420 -2.089947 0.02 0.19 0.16
N -2.534135 1.288940 -1.980936 0.00 0.73 0.34
C 1.980753 -0.084723 -0.249826 -0.25 0.15 -0.25
C 3.196528 -0.767187 -0.057281 0.42 -0.26 0.03
C 3.882420 -0.665211 1.117300 -0.06 -0.03 -0.26
C 3.356567 0.195034 2.112034 0.14 0.14 0.25
C 2.141088 0.786015 1.886686 -0.06 0.32 0.16
N 1.394813 0.640702 0.782300 0.67 0.02 -0.13
H 1.171540 2.449659 -1.241821 -0.18 0.00 -0.04
H -0.452574 2.217910 -0.537099 0.13 -0.02 -0.09
H -1.637431 1.535684 -5.241002 -0.02 0.01 -0.07
H -3.901770 2.463174 -5.355926 0.07 0.00 -0.05
H -5.230453 2.816606 -3.263109 -0.04 -0.10 0.06
H -4.392872 1.605896 -1.229117 -0.08 0.01 0.10
H 3.560678 -1.358303 -0.885262 -0.01 -0.09 -0.03
H 4.807050 -1.199845 1.289157 0.06 -0.06 -0.08
H 3.887392 0.363908 3.038229 -0.07 0.04 0.10
H 1.713169 1.435362 2.643713 -0.06 -0.10 0.08
O -1.756273 -0.658315 -0.392707 -0.57 -0.78 -0.02
S -1.996898 -0.738020 -1.860572 0.10 -1.44 -1.75
C -1.121577 -2.346750 -2.181478 -0.08 0.16 0.22
C -1.353008 -2.999952 -3.382392 -0.21 0.05 0.11
C -0.641958 -4.142503 -3.705643 -0.01 -0.17 -0.16
C 0.287299 -4.654181 -2.814801 0.08 -0.13 -0.04
C 0.487312 -4.026768 -1.596371 0.01 -0.14 0.09
C -0.219466 -2.882041 -1.279987 -0.07 0.00 0.19
C -0.666843 0.277046 -2.793627 -0.31 -0.11 0.35
C -0.012346 -0.240404 -4.017398 0.10 0.08 -0.76
C 0.681884 0.581820 -4.817424 -0.29 -0.64 0.00
C 0.957602 1.992513 -4.626438 0.19 0.44 -0.04
C 0.452531 2.872815 -3.754567 0.12 0.17 0.00
C -0.534682 2.646140 -2.646496 -0.02 -0.29 0.13
H -2.082676 -2.596480 -4.074605 -0.06 0.05 -0.08
H -0.803639 -4.634751 -4.657432 -0.04 -0.01 -0.04
H 0.855846 -5.539781 -3.074822 0.00 -0.02 0.01
H 1.208174 -4.420832 -0.893085 0.08 -0.01 0.05
H -0.059169 -2.379014 -0.336736 0.03 0.03 0.10
H -0.132081 -1.278843 -4.285220 0.14 0.08 -0.06
H 1.143246 0.156589 -5.701954 0.00 -0.14 0.01
H 1.691370 2.379116 -5.333016 -0.03 0.09 0.08
H 0.827925 3.891719 -3.811813 0.09 -0.02 -0.08
H -1.048444 3.582362 -2.414878 -0.08 -0.10 0.05